A molecular structure, C4H6O3Sc. Source: OMol25; level of theory: ωB97M-V with the def2-TZVPD basis set.

Computed properties:
- HOMO level (eV) = -23.02
- frontier orbital gap (eV) = 6.88
- energy above the lowest of the compared OMol25 structures with the same formula, charge and spin (kcal/mol) = 0.0

```
! RIJCOSX wB97M-V def2-TZVPD def2/J DEFGRID3
* xyz 3 1
O 1.3852 0.3698 -0.1509
Sc 3.5000 0.1763 -0.1478
O 2.3368 -1.5911 0.0553
C 1.3050 -0.8990 -0.1183
O 0.1054 -1.4397 -0.2140
C -0.0487 -2.8657 -0.0634
H -1.1169 -3.0582 -0.1914
H 0.5305 -3.3751 -0.8391
H 0.2809 -3.1641 0.9365
C -0.9506 2.1290 -0.1617
C -1.4678 1.8831 0.9249
H -0.7299 2.4718 -1.1670
H -1.9098 1.3780 1.7767
H -2.2011 2.6450 0.1318
*
```